No. 1
One molecule with the formula C20H21N3O5S at a distorted geometry. Source: the OMol25 dataset; level of theory: ωB97M-V/def2-TZVPD.

Properties
SMILES = CC(C)Cn1c(=O)c(C(=O)Nc2ccccc2S(N)(=O)=O)c(O)c2ccccc21
relative energy (zero: lowest compared OMol25 entry of this formula, charge and spin) = 0.0 kcal per mole
HOMO energy = -8.57 eV
orbital gap = 8.49 eV

Structure (ORCA input):
```
! RIJCOSX wB97M-V def2-TZVPD def2/J DEFGRID3
* xyz 0 1
S 3.346 -1.257 0.002
O 3.171 -1.772 -1.323
O 0.176 -0.546 -1.284
O 2.230 -1.261 0.907
O 1.005 3.275 0.065
O -1.471 3.558 0.395
N -2.004 -0.357 -0.736
N 1.862 1.240 -0.496
N 4.589 -2.149 0.720
C -4.392 -0.129 -0.353
C -2.260 -2.609 0.292
C -2.170 -4.090 -0.068
C -2.921 1.748 -0.020
C 0.838 2.094 -0.269
C -1.173 -2.230 1.296
C 5.412 0.545 0.082
C 5.141 2.910 -0.159
C -4.026 2.532 0.335
C 4.052 0.382 -0.078
C 3.212 1.474 -0.301
C -5.464 0.660 -0.005
C -5.290 1.997 0.343
C 3.779 2.751 -0.331
C -3.091 0.394 -0.372
C -0.518 1.523 -0.384
C -0.721 0.160 -0.828
C -2.127 -1.782 -0.997
C -1.595 2.306 -0.002
C 5.965 1.814 0.041
H -1.329 -1.221 1.675
H 1.575 0.283 -0.747
H -1.193 -2.912 2.142
H 4.341 -2.420 1.658
H -4.573 -1.157 -0.621
H -0.489 3.776 0.362
H -6.456 0.232 -0.005
H -0.185 -2.269 0.842
H -1.203 -2.074 -1.503
H -2.964 -1.965 -1.673
H -1.190 -4.314 -0.482
H -3.236 -2.416 0.752
H 4.825 -2.951 0.157
H -2.319 -4.704 0.816
H -3.850 3.563 0.598
H -2.926 -4.358 -0.804
H 5.563 3.903 -0.187
H 3.143 3.606 -0.486
H 7.029 1.945 0.167
H -6.140 2.602 0.616
H 6.020 -0.328 0.249
*
```


No. 2
One molecule with the formula C20H21N5O6S3 at a distorted geometry. Source: the OMol25 dataset; level of theory: ωB97M-V/def2-TZVPD.

Properties
SMILES = Cc1cc(NS(=O)(=O)c2ccc(NC(=S)NC(=O)c3cccc(S(=O)(=O)N(C)C)c3)cc2)no1
HOMO energy = -8.80 eV
orbital gap = 8.20 eV

Structure (ORCA input):
```
! RIJCOSX wB97M-V def2-TZVPD def2/J DEFGRID3
* xyz 0 1
S -6.076 0.583 -1.555
S -0.263 3.258 1.719
S 7.222 -0.551 -1.003
O -5.244 -2.720 1.091
O -6.684 1.841 -1.868
O 1.888 -0.144 -0.354
O 8.540 -0.172 -0.596
O 6.769 -0.221 -2.318
O -6.231 -0.497 -2.480
N 7.094 -2.202 -0.820
N 1.640 1.692 0.972
N -6.769 0.162 -0.059
N -5.269 -1.591 0.328
N -0.405 1.146 0.039
C -6.398 -2.839 1.761
C -4.022 1.860 -0.305
C -3.436 -0.133 -1.523
C 5.871 -2.787 -1.308
C 7.580 -2.711 0.437
C 6.499 0.489 1.448
C 2.364 0.678 0.411
C -2.123 0.018 -1.132
C 6.053 0.121 0.193
C -2.708 2.016 0.097
C 5.587 0.937 2.390
C 4.717 0.190 -0.139
C -7.208 -1.786 1.451
C -1.748 1.089 -0.311
C -6.581 -4.015 2.647
C 0.277 1.971 0.846
C -6.434 -1.025 0.530
C 3.798 0.652 0.801
C 4.241 1.018 2.071
C -4.373 0.790 -1.102
H 5.048 -2.693 -0.588
H -7.044 -3.715 3.583
H 5.922 1.222 3.376
H 7.555 0.428 1.662
H 0.178 0.407 -0.376
H -1.375 -0.693 -1.449
H -3.758 -0.955 -2.141
H -7.224 -4.751 2.166
H -2.431 2.848 0.722
H 8.477 -2.152 0.688
H 6.841 -2.605 1.242
H -4.781 2.567 -0.009
H -8.193 -1.573 1.809
H 5.612 -2.273 -2.230
H 4.390 -0.088 -1.128
H 3.538 1.338 2.827
H 6.038 -3.843 -1.520
H -5.615 -4.473 2.844
H 7.833 -3.766 0.325
H -7.717 0.477 0.070
H 2.121 2.360 1.562
*
```


No. 3
C20H21N9O5Sr as an isolated structure at a distorted geometry. Source: the OMol25 dataset; level of theory: ωB97M-V/def2-TZVPD.

Properties
relative energy (zero: lowest compared OMol25 entry of this formula, charge and spin) = 0.0 kcal per mole
HOMO energy = -6.78 eV
orbital gap = 6.03 eV

Structure (ORCA input):
```
! RIJCOSX wB97M-V def2-TZVPD def2/J DEFGRID3
* xyz 0 1
Sr 0.092 -0.942 -0.545
O 0.475 -0.937 3.853
O -3.198 -0.914 -3.116
O -1.115 1.235 2.412
O 2.412 2.356 -1.290
O -1.644 -1.951 -2.008
N -1.601 2.342 -1.236
N -1.841 0.160 -1.618
N -2.293 -0.932 -2.309
N 2.311 0.098 -0.674
N -0.532 2.004 -0.390
N -3.245 1.732 -2.745
N 1.169 -1.157 1.641
N 0.873 -0.289 -3.059
N -1.457 -2.194 1.195
C 1.561 1.306 -5.216
C 2.002 1.617 -3.944
C 4.138 0.907 0.730
C 4.846 0.945 1.920
C -2.666 -3.524 3.304
C 2.403 -0.435 1.759
C 3.132 -0.385 2.949
C 1.658 0.783 -2.885
C 0.756 0.190 -5.399
C -2.609 -2.852 1.028
C -1.487 -2.832 3.496
C 4.342 0.288 3.030
C -3.250 -3.531 2.045
C 2.191 1.143 -1.472
C 2.933 0.222 0.621
C 0.377 -1.358 2.684
C -2.143 1.085 3.387
C -2.270 1.387 -1.908
C 0.432 -0.566 -4.289
C -0.902 -2.182 2.415
H -4.177 -4.052 1.851
H -0.205 -1.440 -4.379
H -3.021 -2.840 0.025
H 4.876 0.296 3.972
H 4.513 1.417 -0.146
H -3.404 2.703 -2.950
H -0.788 2.111 0.590
H 1.842 1.928 -6.056
H -3.709 1.017 -3.280
H 5.784 1.483 1.977
H 2.612 2.484 -3.732
H 0.387 -0.095 -6.374
H -3.096 1.274 2.893
H -1.001 -2.759 4.458
H -1.899 3.302 -1.312
H 0.309 2.507 -0.672
H 2.728 -0.877 3.820
H -2.025 1.798 4.206
H -3.132 -4.048 4.129
H -0.301 0.901 2.821
H -2.144 0.072 3.793
*
```


No. 4
C20H22AsN2O2PtS as an isolated structure at a distorted geometry. Source: the OMol25 dataset; level of theory: ωB97M-V/def2-TZVPD.

Properties
<S²> = 2.050
relative energy (zero: lowest compared OMol25 entry of this formula, charge and spin) = 3.7 kcal per mole
HOMO energy (spin up / spin down) = -10.62 / -10.84 eV
orbital gap (spin up / spin down) = 6.88 / 5.44 eV

Structure (ORCA input):
```
! RIJCOSX wB97M-V def2-TZVPD def2/J DEFGRID3
* xyz 1 3
Pt -0.691 -0.442 -0.757
As -2.305 -1.585 -3.104
S -2.750 -1.464 -1.017
O -0.352 1.646 -1.076
O 1.877 -2.014 -1.015
N 0.714 0.822 1.492
N 0.792 -0.154 0.668
C 0.886 3.652 4.517
C -1.138 3.623 -0.122
C 0.148 4.831 4.393
C 2.453 -3.673 2.200
C -0.539 5.093 3.229
C -1.279 -3.185 -3.464
C 1.343 -1.589 2.570
C -0.444 2.374 -0.047
C 0.913 2.738 3.488
C -1.190 4.466 0.930
C -0.512 4.186 2.163
C 1.889 -2.752 3.071
C 0.207 2.979 2.300
C 1.329 -1.346 1.195
C 2.873 -2.639 -1.819
C -1.400 -0.072 -3.910
C -3.991 -1.758 -4.039
C 2.466 -3.448 0.832
C 1.899 -2.295 0.315
C 0.180 2.009 1.226
H 1.481 1.823 3.572
H -4.526 -0.812 -3.982
H 1.438 3.458 5.426
H -0.421 0.058 -3.456
H -3.832 -2.024 -5.083
H -1.302 -0.238 -4.983
H 3.857 -2.546 -1.356
H 2.654 -3.694 -1.996
H -1.743 5.394 0.851
H 1.873 -2.948 4.134
H -1.321 -3.448 -4.520
H -4.585 -2.527 -3.549
H -1.108 6.008 3.120
H 2.876 -2.107 -2.768
H 2.900 -4.580 2.586
H -1.610 3.860 -1.066
H 0.122 5.539 5.210
H -1.701 -3.991 -2.867
H 2.909 -4.186 0.179
H 0.899 -0.848 3.219
H -0.248 -3.018 -3.158
H -1.991 0.824 -3.729
*
```